{"formula": "C30H58IO14P3Si", "method": "ωB97M-V/def2-TZVPD", "elements": ["C", "P", "C", "P", "C", "C", "C", "I", "C", "C", "O", "Si", "C", "C", "C", "P", "O", "O", "O", "H", "H", "H", "H", "H", "H", "H", "H", "H", "H", "H", "H", "H", "H", "H", "H", "H", "H", "H", "H", "H", "H", "H", "H", "H", "H", "H", "H", "O", "C", "O", "C", "C", "C", "H", "H", "H", "H", "H", "H", "O", "C", "O", "C", "C", "C", "H", "H", "H", "H", "H", "H", "O", "C", "O", "C", "C", "C", "H", "H", "H", "H", "H", "H", "O", "C", "O", "C", "C", "C", "H", "H", "H", "H", "H", "H", "O", "C", "O", "C", "C", "C", "H", "H", "H", "H", "H", "H"], "positions_angstrom": [[-3.922642, 0.097769, -1.526145], [-2.787852, -1.381152, -1.452696], [-3.440315, -2.704061, -0.298036], [-0.682025, -0.824841, -0.880375], [-1.197447, 0.388133, 0.447925], [-1.361048, 1.888504, 0.082427], [-0.022864, 2.653257, -0.132404], [1.299432, 2.494122, 1.570038], [-0.298861, -0.551870, -2.692739], [-0.791971, 0.773482, -3.335381], [0.263343, 1.189664, -4.233315], [-0.117145, 2.628339, -5.071723], [-0.846211, 4.012769, -4.000774], [1.547336, 3.292209, -5.753168], [-1.288929, 2.214314, -6.506235], [1.497591, -0.615900, -0.464119], [2.177560, 0.575578, -1.105555], [2.263247, -1.992897, -1.091758], [1.878613, -0.648639, 1.175466], [-4.183599, 0.501049, -0.526112], [-3.495410, 0.910059, -2.133143], [-4.868284, -0.206293, -2.012312], [-4.529599, -2.602924, -0.181364], [-2.906617, -2.746766, 0.671608], [-3.261997, -3.673022, -0.796218], [-0.569763, -2.199907, -0.437556], [-2.178362, 0.034770, 0.821422], [-0.534975, 0.354049, 1.341013], [-2.013718, 2.117944, -0.773085], [-1.840564, 2.376595, 0.954245], [-0.293213, 3.724120, -0.208687], [0.467503, 2.423990, -1.094464], [0.775106, -0.656291, -2.940231], [-0.788523, -1.377345, -3.236271], [-1.662682, 0.550808, -3.982705], [-0.958505, 1.610583, -2.642492], [-0.473113, 4.972123, -4.407551], [-1.947471, 4.055372, -4.091382], [-0.547112, 3.984406, -2.939863], [2.311148, 3.048583, -4.987216], [1.523871, 4.382190, -5.907179], [1.854703, 2.762608, -6.669986], [-1.707501, 3.170170, -6.878036], [-0.763463, 1.679856, -7.312954], [-2.141700, 1.598237, -6.164943], [3.181248, -1.716763, -1.168211], [2.725550, -0.179096, 1.289345], [3.811492, -0.107754, 2.625775], [3.841749, 0.520013, 3.651619], [3.258004, 1.731491, 3.798134], [3.565650, 2.261841, 5.100054], [3.920742, 1.054253, 5.944332], [4.546893, 0.121773, 4.920555], [4.398804, 2.961906, 5.001207], [2.699932, 2.796612, 5.487307], [4.573872, 1.292434, 6.782720], [3.011237, 0.600294, 6.344868], [5.617286, 0.304129, 4.803658], [4.360523, -0.923218, 5.157814], [-3.900133, 4.532507, -2.175870], [-4.892969, 4.055839, -1.709991], [-4.878908, 3.024720, -0.832012], [-6.227251, 2.613418, -0.548646], [-7.089020, 3.815353, -0.883664], [-6.313539, 4.455661, -2.024622], [-6.463253, 1.745553, -1.169707], [-6.306130, 2.327793, 0.499111], [-8.114678, 3.551527, -1.138562], [-7.119856, 4.498561, -0.031892], [-6.591136, 4.036747, -2.993733], [-6.419117, 5.537504, -2.034727], [1.088018, -1.749276, 7.035982], [1.411048, -2.139877, 5.951909], [2.198542, -1.431605, 5.109159], [2.310092, -2.123932, 3.848281], [1.989026, -3.571572, 4.163396], [0.988123, -3.436126, 5.302211], [1.603568, -1.684515, 3.146128], [3.317130, -1.999982, 3.453935], [1.611037, -4.123844, 3.303864], [2.886075, -4.082460, 4.522905], [-0.034979, -3.329561, 4.936796], [1.055595, -4.261903, 6.006178], [8.020932, 1.044160, 4.861590], [8.466656, -0.007838, 4.501151], [7.907757, -1.209376, 4.804500], [8.747344, -2.266718, 4.309446], [9.576576, -1.639437, 3.207390], [9.727590, -0.208220, 3.697037], [9.363336, -2.634689, 5.134092], [8.124488, -3.081535, 3.944373], [10.522961, -2.151125, 3.037019], [9.015886, -1.649536, 2.270175], [10.588803, -0.089335, 4.357124], [9.779207, 0.500548, 2.874560], [-6.377239, -3.314511, -1.563077], [-6.041901, -3.672369, -2.654991], [-5.246751, -2.938109, -3.468846], [-5.125686, -3.591825, -4.742076], [-5.448975, -5.048793, -4.475818], [-6.459478, -4.948258, -3.344182], [-5.831069, -3.130170, -5.438275], [-4.114878, -3.455593, -5.122871], [-5.819420, -5.575139, -5.354710], [-4.554746, -5.568898, -4.125141], [-7.479239, -4.830850, -3.715501], [-6.398392, -5.794566, -2.664545]], "atomic_forces_ev_per_a": [[-0.5620, -0.2218, 0.8684], [-0.8744, -0.6871, -1.7772], [0.3014, 0.2408, 0.1822], [-1.3187, -0.7256, 0.2584], [-0.1784, 0.5904, 0.7423], [0.8552, 0.3905, 0.4591], [-0.9544, 0.7142, -0.4069], [-0.3776, 0.5679, -0.5942], [0.2927, -0.0758, -0.6764], [0.9699, -0.3800, -0.7858], [-0.8107, 1.1310, -0.0955], [1.0549, -0.0028, -0.4486], [-0.1927, -0.0195, -0.2155], [-0.1921, -0.7472, 0.4951], [-0.1755, 0.2096, 0.4337], [4.0465, 0.8811, 0.7061], [-0.9191, -1.1252, 0.6154], [-1.4466, 0.9172, 0.8912], [-1.3545, -0.8346, -2.7692], [0.1871, -0.0366, -0.4962], [0.0694, -0.3594, 0.2315], [0.4235, -0.0059, 0.1727], [0.4314, 0.0451, 0.1608], [-0.4480, 0.1581, -0.2259], [-0.0748, 0.4555, 0.1545], [-0.0389, 0.4565, -0.1565], [0.4216, -0.0821, -0.4490], [0.0087, -0.1170, -0.7119], [0.1352, -0.4119, 0.1550], [0.0869, -0.3742, -0.3602], [0.2385, -0.4741, 0.2380], [0.2614, -0.3762, 0.7986], [-0.4016, 0.3839, 0.5370], [0.0621, 0.2528, 0.5466], [-0.0848, 0.2572, 0.7694], [-0.3522, -0.5070, 0.0242], [-0.0918, -0.4211, 0.1294], [0.4368, -0.0793, 0.3488], [-0.2229, -0.0610, -0.3514], [-0.2862, 0.2830, -0.3201], [0.0261, -0.4295, -0.0594], [-0.1432, 0.3412, 0.2195], [0.2010, -0.4809, -0.0514], [-0.2133, 0.2442, 0.2460], [0.3276, 0.2213, -0.1745], [0.3120, 0.0065, -0.2168], [-0.0267, 0.0843, 0.3654], [0.5155, 0.6795, -0.0089], [0.4113, 0.2092, 0.1941], [0.1284, -0.4239, -0.1800], [0.0314, 0.2903, 0.4305], [-0.0067, -0.1535, 0.3558], [-0.0856, 0.1161, 0.3534], [-0.0170, -0.0482, -0.0826], [-0.0576, -0.0033, -0.2627], [0.0408, 0.0838, -0.0973], [0.0720, 0.0409, -0.0488], [-0.0082, -0.0304, -0.0660], [0.2810, 0.0990, -0.2016], [0.2360, -0.1508, 0.1903], [0.1516, 0.1511, -0.4563], [-0.0340, 0.1836, 0.0369], [-0.2170, -0.2233, 0.1624], [-0.3037, 0.1446, -0.0078], [-0.3409, 0.0080, 0.4426], [0.0423, 0.0252, 0.0038], [0.2183, -0.0475, -0.0452], [0.0528, -0.0703, 0.0212], [-0.0041, -0.0479, -0.0178], [0.0704, 0.0920, -0.0378], [0.1433, -0.0222, -0.2741], [0.2551, 0.2600, 0.0354], [-0.4968, -0.0333, 0.2119], [-0.2488, -0.2169, 0.1914], [0.0423, -0.5173, -0.3823], [-0.0802, -0.2497, 0.0219], [0.4377, -0.2913, -0.2714], [0.0820, 0.0381, 0.0424], [-0.2579, 0.0472, 0.1531], [0.0212, 0.0988, -0.0232], [-0.0244, 0.0075, -0.0258], [-0.0232, -0.0037, 0.1167], [-0.2777, 0.1235, 0.1322], [-0.3563, -0.3448, 0.0714], [0.2300, 0.4680, 0.1937], [0.0300, 0.2661, -0.0882], [0.0308, -0.3637, -0.0087], [0.2370, -0.0338, -0.2637], [-0.0466, -0.3937, -0.3901], [-0.0299, 0.0420, -0.0004], [-0.1383, 0.0953, 0.1555], [-0.0511, -0.0352, 0.0644], [0.0135, -0.0257, 0.0418], [-0.0308, 0.1183, -0.0123], [0.0707, 0.2062, 0.2267], [0.1598, 0.2498, 0.0093], [-0.3835, 0.0520, 0.1685], [-0.1653, -0.1141, 0.1371], [0.1964, 0.0322, -0.3136], [-0.0364, -0.3249, -0.1244], [0.4195, -0.2729, -0.2658], [-0.0029, -0.0003, 0.0466], [-0.0204, 0.1936, 0.1481], [0.0206, 0.0820, -0.0128], [-0.0166, 0.0413, -0.0343], [-0.0264, -0.0160, 0.1212], [-0.2625, 0.1171, 0.1166]], "charge": 0, "smiles": "CP(C)[PH](CCCI)(CCO[Si](C)(C)C)P(=O)(O)O.O=C1CCCO1.O=C1CCCO1.O=C1CCCO1.O=C1CCCO1.O=C1CCCO1", "max_force_ha_per_bohr": 0.08170, "lumo_energy_ev": 0.531, "orbital_gap_ev": 7.29, "homo_ev": -6.76, "molar_mass_da": 890.69}